1.
{
  "formula": "C48H56F18N17O36S18",
  "method": "ωB97M-V/def2-TZVPD",
  "mol_weight_g_mol": 2366.2,
  "gap_ha": 0.0506,
  "spin_multiplicity": 1,
  "total_charge": -1,
  "elements": ["C", "N", "C", "C", "C", "C", "C", "C", "C", "C", "N", "C", "C", "C", "H", "H", "H", "H", "H", "H", "H", "H", "H", "H", "H", "H", "H", "H", "C", "N", "C", "C", "C", "C", "C", "C", "C", "C", "N", "C", "C", "C", "H", "H", "H", "H", "H", "H", "H", "H", "H", "H", "H", "H", "H", "H", "C", "N", "C", "C", "C", "C", "C", "C", "C", "C", "N", "C", "C", "C", "H", "H", "H", "H", "H", "H", "H", "H", "H", "H", "H", "H", "H", "H", "C", "N", "C", "C", "C", "C", "C", "C", "C", "C", "N", "C", "C", "C", "H", "H", "H", "H", "H", "H", "H", "H", "H", "H", "H", "H", "H", "H", "N", "S", "O", "O", "F", "S", "O", "O", "F", "N", "S", "O", "O", "F", "S", "O", "O", "F", "N", "S", "O", "O", "F", "S", "O", "O", "F", "N", "S", "O", "O", "F", "S", "O", "O", "F", "N", "S", "O", "O", "F", "S", "O", "O", "F", "N", "S", "O", "O", "F", "S", "O", "O", "F", "N", "S", "O", "O", "F", "S", "O", "O", "F", "N", "S", "O", "O", "F", "S", "O", "O", "F", "N", "S", "O", "O", "F", "S", "O", "O", "F"],
  "coordinates": [[2.77, -3.41, 4.24], [3.48, -2.25, 3.63], [4.57, -2.49, 2.88], [5.26, -1.41, 2.33], [4.88, -0.13, 2.64], [3.70, 0.07, 3.35], [2.94, -1.01, 3.75], [5.64, 1.07, 2.19], [5.75, 1.39, 0.87], [6.32, 2.57, 0.44], [6.81, 3.43, 1.34], [6.77, 3.18, 2.68], [6.25, 1.95, 3.10], [7.27, 4.80, 0.95], [3.51, -4.04, 4.72], [2.23, -3.93, 3.45], [2.05, -3.01, 4.95], [4.70, -3.55, 2.65], [6.06, -1.59, 1.62], [3.20, 1.00, 3.57], [1.98, -0.91, 4.22], [5.25, 0.73, 0.17], [6.30, 2.90, -0.59], [7.33, 3.89, 3.27], [6.16, 1.66, 4.14], [8.16, 4.98, 1.55], [6.38, 5.37, 1.20], [7.45, 4.79, -0.12], [4.34, -4.40, -1.45], [3.32, -3.36, -1.16], [3.03, -2.46, -2.11], [2.00, -1.56, -1.93], [1.39, -1.50, -0.68], [1.78, -2.37, 0.33], [2.70, -3.36, 0.02], [0.29, -0.55, -0.39], [-0.89, -0.54, -1.11], [-1.93, 0.28, -0.66], [-1.76, 1.10, 0.41], [-0.59, 1.11, 1.12], [0.40, 0.29, 0.70], [-2.93, 1.91, 0.81], [4.63, -4.52, -2.49], [4.04, -5.38, -1.10], [5.21, -4.09, -0.87], [3.63, -2.41, -3.01], [1.75, -0.86, -2.71], [1.34, -2.33, 1.31], [2.97, -4.16, 0.69], [-1.08, -1.34, -1.83], [-2.94, 0.20, -1.04], [-0.54, 1.78, 1.96], [1.28, 0.32, 1.34], [-3.83, 1.38, 0.52], [-2.91, 2.88, 0.30], [-2.85, 2.07, 1.88], [-2.28, 6.16, -2.92], [-2.61, 4.88, -3.53], [-2.87, 4.77, -4.84], [-2.97, 3.54, -5.46], [-3.11, 2.38, -4.65], [-3.00, 2.58, -3.26], [-2.70, 3.79, -2.74], [-3.18, 1.06, -5.30], [-2.24, 0.11, -4.90], [-2.14, -1.09, -5.61], [-3.09, -1.40, -6.52], [-4.03, -0.52, -6.85], [-4.07, 0.74, -6.31], [-3.12, -2.73, -7.18], [-1.34, 6.09, -2.38], [-3.03, 6.37, -2.16], [-2.22, 6.97, -3.64], [-2.88, 5.68, -5.43], [-3.08, 3.47, -6.53], [-3.03, 1.71, -2.63], [-2.57, 3.98, -1.68], [-1.62, 0.37, -4.05], [-1.39, -1.86, -5.49], [-4.73, -0.83, -7.62], [-4.79, 1.47, -6.67], [-2.89, -2.58, -8.23], [-4.04, -3.21, -6.86], [-2.24, -3.29, -6.85], [-1.80, 3.16, 5.13], [-3.04, 3.21, 6.00], [-3.06, 2.55, 7.18], [-4.23, 2.37, 7.85], [-5.40, 2.97, 7.34], [-5.33, 3.67, 6.16], [-4.12, 3.78, 5.47], [-6.64, 2.88, 8.21], [-7.44, 4.00, 8.30], [-8.60, 3.98, 9.05], [-8.91, 2.86, 9.78], [-8.19, 1.71, 9.65], [-7.01, 1.75, 8.92], [-10.13, 2.85, 10.55], [-1.01, 3.73, 5.62], [-2.07, 3.61, 4.17], [-1.56, 2.11, 5.05], [-2.11, 2.13, 7.46], [-4.22, 1.75, 8.73], [-6.20, 4.17, 5.75], [-4.07, 4.34, 4.54], [-7.25, 4.96, 7.82], [-9.32, 4.77, 9.21], [-8.40, 0.89, 10.32], [-6.35, 0.89, 8.89], [-10.95, 2.36, 10.02], [-10.44, 3.87, 10.78], [-10.03, 2.30, 11.49], [8.10, -0.69, -2.15], [8.01, 0.03, -0.79], [8.03, -0.79, 0.41], [7.09, 1.16, -0.87], [9.46, 0.73, -0.86], [6.60, -1.48, -2.10], [5.38, -0.74, -2.39], [6.45, -2.53, -1.14], [6.90, -2.22, -3.50], [2.82, -6.52, 0.86], [1.72, -7.19, 1.69], [1.24, -6.57, 2.92], [1.56, -8.63, 1.60], [0.52, -6.79, 0.67], [4.09, -6.90, 1.89], [4.19, -8.24, 2.35], [4.41, -5.81, 2.79], [5.20, -6.70, 0.72], [-0.28, -1.75, 3.31], [-1.19, -0.60, 4.14], [-1.76, -1.00, 5.41], [-1.81, 0.48, 3.39], [0.03, 0.32, 4.70], [-1.46, -2.55, 2.77], [-2.08, -2.03, 1.58], [-2.16, -3.29, 3.79], [-0.54, -3.65, 2.02], [-5.21, 0.95, -1.84], [-6.06, -0.10, -2.83], [-6.63, 0.42, -4.05], [-6.66, -1.21, -2.16], [-4.72, -0.78, -3.42], [-6.35, 1.98, -1.74], [-7.66, 1.56, -1.29], [-6.29, 3.00, -2.77], [-5.87, 2.75, -0.41], [6.83, -5.93, -4.96], [7.96, -5.54, -3.78], [7.46, -5.35, -2.43], [9.20, -4.89, -4.11], [8.47, -7.07, -3.60], [6.51, -4.55, -5.52], [7.57, -3.77, -6.12], [5.39, -3.84, -4.93], [5.73, -5.15, -6.81], [2.46, -3.05, -7.56], [2.07, -2.69, -6.05], [2.59, -3.44, -4.97], [0.75, -2.14, -5.79], [3.01, -1.40, -5.89], [1.37, -4.14, -7.83], [0.02, -3.67, -8.09], [1.60, -5.40, -7.17], [1.77, -4.48, -9.36], [-2.22, 5.50, 0.18], [-1.10, 5.43, 1.24], [-1.21, 4.25, 2.07], [-0.66, 6.68, 1.78], [0.10, 4.98, 0.30], [-3.43, 6.12, 1.24], [-3.45, 7.56, 1.19], [-3.62, 5.51, 2.56], [-4.72, 5.66, 0.39], [2.62, 2.55, -3.41], [1.10, 2.54, -3.66], [0.36, 3.80, -3.53], [0.36, 1.36, -3.27], [1.11, 2.22, -5.23], [2.59, 2.43, -1.76], [3.10, 1.17, -1.24], [1.57, 3.15, -1.04], [3.83, 3.44, -1.52], [-2.24, -4.28, -4.43], [-3.11, -4.03, -3.22], [-3.05, -2.73, -2.60], [-3.41, -5.11, -2.31], [-4.52, -4.02, -4.08], [-0.87, -4.62, -3.62], [-0.71, -5.96, -3.12], [-0.21, -3.56, -2.89], [0.12, -4.61, -4.89]]
}

2.
{
  "formula": "C22H24MnN7O5S2",
  "method": "ωB97M-V/def2-TZVPD",
  "mol_weight_g_mol": 585.6,
  "gap_ha": [0.2661, 0.2620],
  "s_squared": 8.76,
  "e_above_lowest_kcal_mol": 3.93,
  "spin_multiplicity": 6,
  "total_charge": -1,
  "elements": ["Mn", "C", "C", "N", "C", "S", "N", "N", "C", "C", "C", "C", "C", "C", "C", "N", "H", "H", "H", "H", "H", "H", "H", "H", "H", "H", "H", "H", "H", "O", "N", "N", "O", "C", "C", "C", "C", "C", "C", "H", "H", "H", "H", "H", "N", "C", "C", "C", "C", "C", "C", "S", "O", "O", "O", "H", "H", "H", "H", "H", "H"],
  "coordinates": [[-0.30, -0.43, 0.63], [2.95, 4.82, -0.83], [2.00, 4.57, 0.33], [2.24, 3.29, 0.99], [1.60, 2.15, 0.63], [1.65, 0.83, 1.74], [1.04, 2.18, -0.57], [0.27, 1.10, -0.84], [-0.09, 0.90, -2.06], [0.35, 1.74, -3.21], [-1.03, -0.24, -2.29], [-1.58, -0.49, -3.53], [-2.46, -1.56, -3.68], [-2.77, -2.34, -2.59], [-2.18, -2.02, -1.38], [-1.32, -1.01, -1.24], [2.66, 5.72, -1.38], [2.92, 3.97, -1.52], [3.98, 4.95, -0.49], [0.98, 4.60, -0.03], [2.12, 5.35, 1.09], [2.59, 3.28, 1.93], [1.08, 2.46, -2.87], [-0.49, 2.27, -3.65], [0.79, 1.11, -4.00], [-1.33, 0.15, -4.36], [-2.88, -1.78, -4.65], [-3.42, -3.20, -2.66], [-2.37, -2.61, -0.49], [-1.77, -0.13, 1.93], [-1.65, -0.38, 3.18], [-0.71, -1.19, 3.43], [0.05, -1.71, 2.52], [-0.48, -1.54, 4.81], [0.74, -2.10, 5.14], [1.00, -2.44, 6.46], [0.04, -2.23, 7.44], [-1.18, -1.67, 7.09], [-1.45, -1.32, 5.78], [1.47, -2.26, 4.35], [1.95, -2.88, 6.71], [0.24, -2.50, 8.47], [-1.94, -1.52, 7.85], [-2.40, -0.89, 5.49], [1.10, -2.35, -0.03], [0.39, -3.55, -0.33], [-0.21, -4.32, 0.65], [-1.00, -5.40, 0.29], [-1.18, -5.74, -1.05], [-0.55, -4.98, -2.03], [0.23, -3.89, -1.67], [-2.10, -7.21, -1.51], [-2.59, -6.92, -2.85], [-3.13, -7.33, -0.49], [-1.09, -8.26, -1.46], [1.75, -2.13, -0.77], [1.59, -2.37, 0.86], [-0.10, -4.03, 1.69], [-1.52, -5.99, 1.04], [-0.70, -5.25, -3.06], [0.69, -3.27, -2.44]]
}

3.
{
  "formula": "C5H13NO",
  "method": "ωB97M-V/def2-TZVPD",
  "mol_weight_g_mol": 103.2,
  "gap_ha": 0.3630,
  "e_above_lowest_kcal_mol": 74.76,
  "spin_multiplicity": 1,
  "smiles": "C=CCCCN.O",
  "elements": ["C", "C", "C", "C", "C", "N", "H", "H", "H", "H", "H", "H", "H", "H", "H", "H", "H", "H", "H", "O"],
  "coordinates": [[0.40, 0.29, 1.28], [-0.94, 1.07, 1.15], [-1.61, 0.72, -0.13], [-2.34, -0.94, -1.78], [-2.42, -0.53, -0.48], [1.46, 0.82, 0.36], [0.77, 0.24, 2.34], [0.14, -0.70, 0.98], [-0.60, 2.08, 1.16], [-1.69, 1.00, 2.00], [-2.11, 1.60, -0.62], [-0.77, 0.51, -0.82], [-2.00, -0.36, -2.64], [-2.25, -2.01, -1.97], [-3.14, -0.94, 0.34], [1.23, 1.77, 0.25], [1.74, 0.47, -0.56], [3.48, -0.93, 0.30], [4.73, -0.84, -0.49], [3.96, -1.41, -0.38]]
}